Entry 1:
ORCA calculation (the ωB97M-V functional and the def2-TZVPD basis) on a single C4H8Si2 molecule in a non-equilibrium geometry.

Results
Kohn-Sham gap in eV: 7.6
Highest occupied orbital energy in eV: -8.323
Charge: 0
Relative energy (zero: lowest compared OMol25 entry of this formula, charge and spin) in kcal/mol: 58.4

Last column: Löwdin charge in e.
Geometry (Å):
C 0.246 1.358 1.353  -0.261
C 0.408 0.488 0.180  -0.347
C 0.798 0.986 2.512  -0.392
C -0.583 0.199 -0.624  -0.278
Si 1.728 -0.666 2.462  0.717
Si -0.457 -1.116 -2.102  0.650
H 0.037 2.475 1.164  0.132
H 1.395 0.118 0.046  0.044
H 0.781 1.584 3.344  0.007
H -1.647 0.660 -0.332  0.109
H 2.991 0.115 1.792  -0.114
H 0.761 -1.081 -2.786  -0.125
H -1.626 -0.887 -3.176  -0.061
H -0.653 -2.315 -1.254  -0.083

---

Entry 2:
ORCA calculation (the ωB97M-V functional and the def2-TZVPD basis) on 2 unconnected molecules or ions with the total composition C4H9BBr2FO2S in a non-equilibrium geometry.

Results
Kohn-Sham gap in eV: 6.7
Highest occupied orbital energy in eV: -3.959
Charge: -1

Last column: Löwdin charge in e.
Geometry (Å):
C -0.939 1.208 -3.289  -0.086
C -0.475 1.427 -2.020  -0.213
B 1.089 1.691 -1.847  -0.529
S 1.855 1.057 -0.196  0.620
O 1.362 1.816 0.928  -0.365
O 3.297 1.072 -0.269  -0.367
F 1.477 -0.509 0.061  -0.263
H -1.635 1.884 -3.780  0.027
H -0.529 0.365 -3.836  0.031
H -1.161 1.462 -1.172  0.066
H 1.214 2.887 -1.759  0.058
H 1.755 1.300 -2.774  0.044
Br -1.372 -3.263 0.737  0.589
C -0.357 -2.306 2.095  -0.691
C -1.263 -1.680 3.122  -0.707
Br -2.116 -0.077 2.436  0.612
H 0.256 -1.577 1.574  0.023
H 0.281 -3.055 2.558  0.056
H -0.686 -1.353 3.985  0.054
H -2.054 -2.349 3.447  0.041

---

Entry 3:
ORCA calculation (the ωB97M-V functional and the def2-TZVPD basis) on 2 unconnected molecules or ions with the total composition C4H9BN2 in a non-equilibrium geometry.

Results
Kohn-Sham gap in eV: 9.0
Highest occupied orbital energy in eV: -8.179
Charge: 0
Relative energy (zero: lowest compared OMol25 entry of this formula, charge and spin) in kcal/mol: 88.3

Last column: Löwdin charge in e.
Geometry (Å):
B -0.625 -1.161 0.786  -0.461
C -2.774 0.299 0.216  -0.129
C -1.785 0.615 -0.880  -0.090
C 3.065 0.682 0.173  0.030
C 1.700 -0.812 -0.198  -0.019
N -1.535 -0.320 0.169  -0.055
N 0.571 -1.354 0.145  0.099
H -0.875 -1.998 1.636  0.080
H -2.840 1.164 0.844  0.100
H -3.630 -0.278 0.042  0.095
H -1.891 0.205 -1.863  0.095
H -1.099 1.575 -0.676  0.153
H 3.029 1.135 -0.838  0.041
H 2.544 1.423 0.742  0.001
H 2.387 -1.348 -0.988  0.087
H 3.757 0.173 0.688  -0.029

---

Entry 4:
ORCA calculation (the ωB97M-V functional and the def2-TZVPD basis) on 2 unconnected molecules or ions with the total composition C4H9BO in a non-equilibrium geometry.

Results
Kohn-Sham gap (spin up / spin down) in eV: 7.2 / 7.5
Highest occupied orbital energy (spin up / spin down) in eV: -6.817 / -7.128
Charge: 0
Relative energy (zero: lowest compared OMol25 entry of this formula, charge and spin) in kcal/mol: 118.8

Last column: Löwdin charge in e.
Geometry (Å):
B -0.697 0.399 -0.196  -0.107
C 0.834 -0.675 1.863  -0.283
C -0.097 0.982 -1.428  -0.091
C -2.204 0.227 0.178  -0.090
C 2.194 -1.359 1.725  -0.127
O 0.452 -0.240 2.904  0.000
H 0.078 0.266 -2.180  0.039
H 0.986 1.579 -1.489  0.137
H -0.832 1.629 -1.936  0.065
H -2.704 -0.663 -0.288  0.076
H -2.813 1.123 -0.073  0.062
H -2.347 0.061 1.326  0.088
H 3.062 -0.914 1.086  0.093
H 2.782 -1.536 2.681  0.079
H 2.198 -2.346 1.207  0.059